1.
A cluster of 2 separate species, C6H11IN2 in total in a non-equilibrium geometry, computed with ωB97M-V/def2-TZVPD.

## Properties
- Energy relative to the best compared isomer or geometry (same formula, charge and spin): 100.7 kcal/mol
- Maximum force: 4.05 eV Å⁻¹
- E_LUMO (alpha / beta): -2.477 / -2.477 eV
- Frontier orbital gap (alpha / beta): 3.822 / 3.822 eV
- Net charge: 0

Each line ends with the natural charge from an NBO analysis.
Geometry (Å):
C  0.21  -1.66  -0.32  0.665
C  -1.09  -0.17  0.92  -0.122
C  -0.86  0.45  -0.47  0.280
C  1.00  -2.33  -1.29  -0.781
C  -0.40  0.53  2.09  -0.632
C  0.58  0.86  -0.72  -0.758
N  -0.48  -1.44  0.62  -0.227
N  -1.85  0.71  -1.18  -0.569
I  0.75  4.46  0.93  -0.935
H  -2.19  -0.24  1.11  0.270
H  1.08  -3.41  -1.20  0.309
H  2.09  -1.95  -1.25  0.307
H  0.57  -1.98  -2.27  0.300
H  -0.82  1.48  2.06  0.273
H  0.74  0.70  2.05  0.254
H  -0.86  0.00  3.02  0.231
H  0.90  0.51  -1.69  0.214
H  1.19  0.33  0.10  0.213
H  0.99  1.88  -0.53  0.351
H  -1.53  1.28  -1.99  0.357

***

2.
The ion C2H5NO6S2 with charge -2 in a non-equilibrium geometry, computed with ωB97M-V/def2-TZVPD.

## Properties
- Energy relative to the best compared isomer or geometry (same formula, charge and spin): 2.7 kcal/mol
- Maximum force: 4.47 eV Å⁻¹
- E_LUMO: 6.223 eV
- Frontier orbital gap: 7.087 eV
- Net charge: -2
- SMILES string: CCN=[S@@](=O)([O-])OS(=O)(=O)[O-]

Each line ends with the natural charge from an NBO analysis.
Geometry (Å):
C  -0.31  2.58  0.11  -0.640
C  0.27  1.51  1.00  -0.250
N  1.39  0.72  0.50  -0.961
S  1.02  -0.52  -0.48  2.376
O  0.57  -0.05  -1.84  -0.998
O  2.28  -1.28  -0.45  -0.976
O  -0.22  -1.45  0.16  -0.938
S  -0.72  -2.94  -0.33  2.526
O  -0.96  -3.62  1.00  -1.035
O  -2.01  -2.76  -1.06  -1.021
O  0.30  -3.60  -1.13  -0.989
H  0.13  3.57  -0.04  0.172
H  -0.54  2.33  -1.01  0.221
H  -1.31  2.75  0.47  0.178
H  0.74  2.02  1.85  0.166
H  -0.65  0.74  1.24  0.171

***

3.
A cluster of 2 separate species, C3H3N2O6 in total in a non-equilibrium geometry, computed with ωB97M-V/def2-TZVPD.

## Properties
- Maximum force: 3.96 eV Å⁻¹
- E_LUMO: 3.790 eV
- Frontier orbital gap: 8.155 eV
- Net charge: -1

Each line ends with the natural charge from an NBO analysis.
Geometry (Å):
C  0.73  -0.36  -0.94  0.715
C  -1.90  1.05  -1.67  1.075
C  0.34  -0.14  0.40  -0.022
N  -0.33  0.87  0.93  0.452
N  0.82  -1.27  1.41  -0.903
O  0.41  0.16  -2.00  -0.638
O  -1.68  2.06  -2.16  -0.541
O  1.63  -1.38  -0.96  -0.714
O  -2.35  0.13  -1.13  -0.572
O  -0.56  0.82  2.18  -0.574
O  -0.72  1.75  0.14  -0.524
H  1.63  -1.77  -0.10  0.490
H  0.23  -0.97  2.28  0.412
H  1.74  -0.96  1.62  0.342

***

4.
A structure of composition C36H31O3PS5SbW in a non-equilibrium geometry, computed with ωB97M-V/def2-TZVPD.

## Properties
- Maximum force: 5.12 eV Å⁻¹
- E_LUMO (alpha / beta): -12.099 / -12.102 eV
- Frontier orbital gap (alpha / beta): 2.276 / 2.265 eV
- Net charge: +3

Each line ends with the Löwdin charge.
Geometry (Å):
W  -0.44  -2.93  -0.14  0.424
S  0.17  -8.84  -3.95  0.757
C  0.13  -7.47  -3.16  -1.391
S  -1.09  -7.47  -1.82  0.948
C  -0.63  -5.99  -1.13  -1.041
C  0.55  -5.43  -1.54  -1.088
S  1.39  -4.11  -0.72  0.636
S  1.17  -6.04  -3.04  0.952
S  -1.73  -4.84  -0.27  0.667
C  0.21  -3.70  3.04  -0.255
P  0.04  -2.20  1.98  0.732
C  1.65  -1.23  1.96  -0.170
C  -1.11  -1.34  3.11  -0.366
C  -2.12  -2.21  3.48  -0.125
C  -3.11  -1.68  4.33  -0.033
C  -3.14  -0.31  4.69  -0.025
C  -2.18  0.51  4.15  -0.072
C  -1.07  0.06  3.46  -0.061
H  0.29  -3.40  4.13  0.101
H  1.14  -4.27  2.87  0.059
H  -0.52  -4.47  2.90  0.028
H  1.74  -0.51  2.76  0.059
H  1.69  -0.68  1.01  0.024
H  2.46  -2.02  1.91  0.074
H  -2.05  -3.33  3.17  0.123
H  -3.84  -2.31  4.72  0.097
H  -3.95  -0.06  5.33  0.112
H  -2.31  1.60  4.36  0.134
H  -0.35  0.75  3.00  0.071
O  5.10  7.71  1.17  0.235
C  5.71  6.77  0.57  -0.219
C  6.16  6.96  -0.78  0.113
C  6.78  5.97  -1.48  0.043
C  6.76  4.62  -0.97  0.130
C  6.23  4.34  0.29  0.064
C  5.66  5.40  1.00  0.038
C  5.29  4.93  2.39  -0.401
O  4.96  5.97  3.24  0.133
O  4.94  3.77  2.60  0.131
H  4.97  6.73  2.56  0.097
H  6.08  7.96  -1.19  0.161
H  7.34  6.16  -2.37  0.133
H  7.32  3.83  -1.48  0.155
H  6.22  3.30  0.79  0.181
C  1.75  2.90  0.50  -0.048
C  1.97  2.42  -0.82  -0.090
C  1.07  1.59  -1.48  -0.127
C  -0.16  1.18  -0.81  -0.300
C  -0.32  1.66  0.49  -0.164
C  0.62  2.41  1.18  -0.089
Sb  -1.16  -0.74  -1.51  1.474
C  -3.24  -0.93  -0.62  -0.308
C  -4.43  -0.34  -0.98  -0.120
C  -5.67  -0.82  -0.64  -0.058
C  -5.81  -1.85  0.27  -0.024
C  -4.62  -2.37  0.81  -0.038
C  -3.34  -1.98  0.29  -0.213
C  -1.94  -0.60  -3.57  -0.377
C  -2.10  0.60  -4.25  -0.106
C  -2.76  0.53  -5.49  -0.060
C  -3.37  -0.65  -5.89  -0.054
C  -3.26  -1.86  -5.14  -0.045
C  -2.52  -1.79  -3.98  -0.177
H  2.54  3.50  1.04  0.112
H  2.82  2.73  -1.45  0.105
H  1.29  1.06  -2.40  0.095
H  -1.12  1.27  1.10  0.082
H  0.43  2.63  2.25  0.121
H  -4.44  0.63  -1.46  0.120
H  -6.50  -0.27  -1.10  0.134
H  -6.75  -2.32  0.51  0.119
H  -4.70  -3.22  1.47  0.108
H  -2.43  -2.56  0.65  -0.044
H  -1.56  1.47  -3.87  0.105
H  -2.88  1.43  -6.14  0.134
H  -3.89  -0.67  -6.86  0.125
H  -3.75  -2.77  -5.57  0.135
H  -2.25  -2.75  -3.46  0.106

***

5.
A cluster of 2 separate species, C2H9N3O in total in a non-equilibrium geometry, computed with ωB97M-V/def2-TZVPD.

## Properties
- Energy relative to the best compared isomer or geometry (same formula, charge and spin): 35.0 kcal/mol
- Maximum force: 3.23 eV Å⁻¹
- E_LUMO: 0.638 eV
- Frontier orbital gap: 9.918 eV
- Net charge: 0
- SMILES string: NC=O.NCN

Each line ends with the natural charge from an NBO analysis.
Geometry (Å):
N  0.71  0.39  1.46  -0.853
C  -0.13  1.44  1.15  0.516
O  -0.96  1.85  2.00  -0.631
H  0.69  0.05  2.39  0.396
H  1.04  -0.21  0.68  0.408
H  -0.08  1.82  0.09  0.149
N  -0.22  0.26  -1.59  -0.842
C  -0.15  -1.30  -1.71  -0.062
N  0.64  -2.08  -0.77  -0.871
H  -0.71  0.44  -2.45  0.357
H  0.73  0.61  -1.77  0.341
H  0.06  -1.60  -2.74  0.169
H  -1.24  -1.39  -1.47  0.166
H  0.91  -3.02  -1.13  0.384
H  0.01  -2.30  0.12  0.372

***

6.
A cluster of 6 separate species, C11H27F6N6O8 in total in a non-equilibrium geometry, computed with ωB97M-V/def2-TZVPD.

## Properties
- Energy relative to the best compared isomer or geometry (same formula, charge and spin): 87.1 kcal/mol
- Maximum force: 7.32 eV Å⁻¹
- E_LUMO: 3.023 eV
- Frontier orbital gap: 7.922 eV
- Net charge: -1

Each line ends with the natural charge from an NBO analysis.
Geometry (Å):
O  -0.56  0.84  -0.25  -0.803
H  -1.40  0.66  -0.68  0.545
H  -0.80  0.97  0.67  0.555
H  0.03  0.09  -0.23  0.581
C  -3.94  0.63  -0.18  0.300
O  -3.34  1.66  0.61  -0.602
O  -2.93  -0.35  -0.38  -0.925
C  -5.32  0.30  0.54  0.918
F  -5.87  -0.77  0.01  -0.330
F  -5.12  -0.10  1.81  -0.353
F  -6.22  1.26  0.62  -0.330
C  -3.08  2.95  0.08  -0.065
C  -2.44  3.90  1.11  -0.660
H  -1.59  3.31  1.46  0.221
H  -1.91  4.76  0.70  0.219
H  -2.87  4.24  2.05  0.206
H  -3.93  3.59  -0.17  0.162
H  -2.40  2.85  -0.76  0.183
H  -4.20  0.90  -1.20  0.134
C  1.94  -2.35  -0.55  0.320
O  3.00  -2.49  0.48  -0.563
O  1.16  -1.32  -0.09  -0.918
C  2.32  -2.19  -2.10  0.923
F  2.83  -0.92  -2.36  -0.349
F  3.26  -3.14  -2.45  -0.357
F  1.19  -2.32  -2.81  -0.320
C  4.16  -3.28  0.14  -0.063
C  5.12  -3.59  1.31  -0.627
H  4.48  -4.00  2.10  0.203
H  5.92  -4.30  1.12  0.199
H  5.54  -2.68  1.71  0.200
H  4.83  -2.72  -0.51  0.150
H  3.90  -4.27  -0.25  0.158
H  1.41  -3.30  -0.53  0.110
C  -1.50  0.59  3.36  0.754
O  -0.72  0.51  2.43  -0.685
N  -1.32  -0.03  4.45  -0.816
N  -2.56  1.32  3.38  -0.825
H  -0.55  -0.68  4.38  0.408
H  -2.23  -0.36  4.73  0.374
H  -3.07  1.44  4.24  0.373
H  -2.87  1.77  2.52  0.436
C  3.22  1.47  0.63  0.745
O  2.15  1.56  1.26  -0.692
N  4.00  2.49  0.32  -0.833
N  3.65  0.38  0.15  -0.825
H  4.94  2.30  0.00  0.360
H  3.90  3.41  0.74  0.387
H  4.48  0.35  -0.43  0.365
H  2.88  -0.27  0.06  0.461
C  -0.92  -0.11  -4.02  0.749
O  -0.66  1.02  -3.63  -0.694
N  -0.40  -0.65  -5.10  -0.843
N  -1.65  -0.95  -3.43  -0.810
H  0.40  -0.16  -5.47  0.396
H  -0.60  -1.58  -5.43  0.377
H  -1.88  -1.88  -3.74  0.381
H  -1.86  -0.75  -2.46  0.436

***

What did the third record say?
A cluster of 2 separate species, C3H3N2O6 in total in a non-equilibrium geometry, computed with ωB97M-V/def2-TZVPD.

## Properties
- Maximum force: 3.96 eV Å⁻¹
- E_LUMO: 3.790 eV
- Frontier orbital gap: 8.155 eV
- Net charge: -1

Each line ends with the natural charge from an NBO analysis.
Geometry (Å):
C  0.73  -0.36  -0.94  0.715
C  -1.90  1.05  -1.67  1.075
C  0.34  -0.14  0.40  -0.022
N  -0.33  0.87  0.93  0.452
N  0.82  -1.27  1.41  -0.903
O  0.41  0.16  -2.00  -0.638
O  -1.68  2.06  -2.16  -0.541
O  1.63  -1.38  -0.96  -0.714
O  -2.35  0.13  -1.13  -0.572
O  -0.56  0.82  2.18  -0.574
O  -0.72  1.75  0.14  -0.524
H  1.63  -1.77  -0.10  0.490
H  0.23  -0.97  2.28  0.412
H  1.74  -0.96  1.62  0.342

***

Number 2 is which compound?
C2H5NO6S2